The following is a quantum chemistry calculation of C48H42N8OP2S3Sr as an isolated structure in a non-equilibrium geometry, from the Open Molecules 2025 dataset.

E_tot	-116349.9760	eV
ΔE to the lowest compared entry with this formula, charge and spin	97.2	kJ/mol
gap between HOMO and LUMO	0.225	Eh
molecular weight	992.7	g mol⁻¹
lowest unoccupied orbital energy	-0.6	eV

```
! RIJCOSX wB97M-V def2-TZVPD def2/J DEFGRID3
* xyz 0 1
Sr 0.456 -0.404 -1.337
N 4.074 1.595 -3.865
C 2.873 1.233 -3.285
S 2.952 1.081 -1.545
N 1.905 1.055 -4.137
N 0.700 0.617 -3.598
C -0.237 0.574 -4.478
C -1.645 0.239 -4.283
C -2.410 0.092 -5.446
C -3.765 -0.177 -5.405
C -4.389 -0.266 -4.162
C -3.672 -0.111 -2.994
C -2.277 0.119 -3.010
O -1.602 0.188 -1.909
H 4.714 2.077 -3.260
H 3.988 1.946 -4.807
H 0.036 0.847 -5.499
H -1.912 0.194 -6.404
H -4.331 -0.294 -6.319
H -5.457 -0.450 -4.106
H -4.153 -0.172 -2.025
S 2.499 -6.597 -6.313
N 1.048 -6.061 -5.846
C 1.267 -5.163 -4.901
C 0.247 -4.409 -4.201
C -1.116 -4.561 -4.462
C -2.015 -3.803 -3.749
C -1.520 -2.891 -2.816
N -0.229 -2.716 -2.581
C 0.654 -3.480 -3.237
C 2.084 -3.308 -2.900
N 2.395 -2.441 -1.926
C 3.671 -2.274 -1.621
C 4.713 -2.958 -2.248
C 4.405 -3.852 -3.246
C 3.063 -4.038 -3.584
C 2.641 -4.972 -4.608
N 3.445 -5.727 -5.335
H -1.438 -5.268 -5.215
H -3.081 -3.878 -3.909
H -2.194 -2.262 -2.249
H 3.881 -1.535 -0.857
H 5.733 -2.766 -1.950
H 5.172 -4.405 -3.773
C 0.624 1.357 7.632
S 0.483 3.067 7.089
C 1.127 2.903 5.410
C 0.201 2.165 4.456
C 0.810 2.090 3.062
N 0.011 1.303 2.098
P 0.676 -0.279 1.839
C 0.687 -0.922 3.549
C 1.930 -1.169 4.121
C 2.026 -1.641 5.426
C 0.874 -1.872 6.157
C -0.374 -1.631 5.589
C -0.468 -1.159 4.294
C -0.729 -1.351 1.227
C -2.087 -1.056 1.202
C -3.015 -2.045 0.911
C -2.601 -3.343 0.649
C -1.248 -3.648 0.658
C -0.321 -2.654 0.928
P -0.926 2.062 0.873
C -1.860 3.266 1.885
C -2.955 2.777 2.600
C -3.688 3.606 3.431
C -3.341 4.946 3.550
C -2.272 5.448 2.829
C -1.535 4.614 1.998
C 0.111 3.131 -0.180
C -0.445 3.288 -1.454
C 0.198 4.043 -2.422
C 1.418 4.635 -2.137
C 1.992 4.468 -0.886
C 1.345 3.723 0.086
H 0.315 1.319 8.675
H 1.655 1.007 7.566
H -0.018 0.685 7.063
H 2.106 2.416 5.459
H 1.302 3.923 5.059
H -0.756 2.684 4.407
H 0.003 1.161 4.830
H 1.829 1.682 3.114
H 0.917 3.105 2.678
H 2.830 -0.985 3.546
H 2.999 -1.827 5.862
H 0.941 -2.244 7.172
H -1.273 -1.813 6.164
H -1.440 -0.965 3.858
H -2.424 -0.046 1.380
H -4.068 -1.794 0.888
H -3.330 -4.112 0.430
H -0.909 -4.653 0.441
H 0.738 -2.904 0.939
H -3.226 1.730 2.515
H -4.529 3.209 3.986
H -3.911 5.598 4.200
H -2.006 6.495 2.911
H -0.702 5.012 1.434
H -1.364 2.768 -1.703
H -0.239 4.133 -3.408
H 1.935 5.206 -2.898
H 2.963 4.896 -0.673
H 1.840 3.574 1.036
*
```

These are the Löwdin partial charges, in e, on atoms 1 to 6:
1. Sr 1.140
2. N 0.027
3. C -0.895
4. S 0.465
5. N -0.035
6. N -0.132


The following is a quantum chemistry calculation of one molecule with the formula C5H9NO, from the Open Molecules 2025 dataset.

E_tot	-8868.3604	eV
ΔE to the lowest compared entry with this formula, charge and spin	82.2	kJ/mol
gap between HOMO and LUMO	0.403	Eh
molecular weight	99.1	g mol⁻¹
lowest unoccupied orbital energy	1.0	eV
SMILES	[H]/N=C1/CCCCO1

```
! RIJCOSX wB97M-V def2-TZVPD def2/J DEFGRID3
* xyz 0 1
N -0.456 -1.623 -2.043
C -0.049 -0.799 -1.176
C -0.644 0.586 -1.039
C -0.771 1.031 0.423
C 0.552 0.743 1.129
C 0.823 -0.746 1.016
O 1.009 -1.105 -0.357
H 0.098 -2.479 -1.952
H 0.021 1.289 -1.560
H -1.602 0.590 -1.564
H -1.575 0.467 0.915
H -1.044 2.090 0.480
H 1.369 1.262 0.611
H 0.555 1.073 2.172
H -0.021 -1.331 1.411
H 1.730 -1.060 1.536
*
```

These are the Löwdin partial charges, in e, on atoms 1 to 6:
1. N 0.161
2. C -0.454
3. C -0.121
4. C -0.197
5. C -0.182
6. C -0.186


The following is a quantum chemistry calculation of C7H14OPPtS as an isolated structure in a non-equilibrium geometry, from the Open Molecules 2025 dataset.

E_tot	-32890.5352	eV
gap between HOMO and LUMO (alpha / beta)	0.230 / 0.162	Eh
molecular weight	372.3	g mol⁻¹
expectation value of S²	6.014
lowest unoccupied orbital energy (alpha / beta)	-2.6 / -7.2	eV

```
! RIJCOSX wB97M-V def2-TZVPD def2/J DEFGRID3
* xyz 1 5
C 0.145 -0.582 -2.183
C -0.663 -1.663 -2.629
C -0.081 -2.889 -2.169
C 1.091 -2.573 -1.416
C 1.247 -1.154 -1.415
Pt -0.548 1.132 1.720
P -0.725 3.216 1.077
H -0.022 0.475 -2.373
H -1.562 -1.566 -3.223
H -0.458 -3.887 -2.376
H 2.004 -0.584 -0.898
H 1.734 -3.277 -0.909
H -1.303 4.128 2.005
H -1.585 3.424 -0.071
H 0.451 3.941 0.643
C -0.922 -1.670 3.426
S -0.461 -1.204 1.765
C 0.714 0.854 3.334
O 0.881 -1.766 1.509
H -1.749 -1.058 3.787
H -0.059 -1.570 4.086
H -1.221 -2.719 3.358
H 1.449 0.044 3.210
H 1.214 1.831 3.355
H 0.106 0.660 4.230
*
```

These are the Löwdin partial charges, in e, on atoms 1 to 6:
1. C 0.055
2. C 0.042
3. C 0.051
4. C 0.035
5. C 0.036
6. Pt 0.365


The following is a quantum chemistry calculation of C21H79GaO17PS as an isolated structure in a non-equilibrium geometry, from the Open Molecules 2025 dataset.

E_tot	-130358.6856	eV
gap between HOMO and LUMO	0.223	Eh
molecular weight	736.6	g mol⁻¹
lowest unoccupied orbital energy	1.7	eV

```
! RIJCOSX wB97M-V def2-TZVPD def2/J DEFGRID3
* xyz -1 1
C -0.609 0.228 0.817
C 0.380 0.141 -0.528
C -0.410 -0.348 -1.878
C -0.551 -1.980 -2.043
C -1.153 -2.754 -0.729
Ga -3.118 -2.311 -0.267
O -4.073 -3.960 -0.256
P -4.135 -0.724 -1.649
S -4.322 -1.314 -3.518
H -0.363 -0.753 1.449
H -1.762 0.257 0.510
H -0.380 1.205 1.420
H 0.808 1.248 -0.648
H 1.300 -0.582 -0.299
H 0.218 0.022 -2.823
H -1.423 0.236 -1.920
H 0.563 -2.386 -2.183
H -1.109 -2.301 -3.049
H -1.061 -3.927 -0.928
H -0.498 -2.569 0.250
H -3.157 -1.747 1.261
H -3.510 -4.610 -0.803
H -5.508 -0.567 -1.153
H -3.542 0.616 -1.538
C 0.619 3.359 -3.679
O -0.270 3.045 -2.622
H 1.620 3.008 -3.417
H 0.288 2.862 -4.594
H 0.642 4.441 -3.827
H -1.149 3.369 -2.883
C 1.868 -5.606 -1.111
O 1.087 -4.785 -0.262
H 1.312 -5.796 -2.032
H 2.804 -5.097 -1.351
H 2.074 -6.556 -0.611
H 1.606 -4.634 0.546
C 1.161 5.823 -6.471
O 2.079 5.647 -5.408
H 0.174 5.483 -6.149
H 1.110 6.881 -6.738
H 1.483 5.234 -7.333
H 2.944 5.957 -5.723
C 2.045 -1.654 3.323
O 1.564 -2.624 2.410
H 3.104 -1.472 3.123
H 1.487 -0.723 3.195
H 1.928 -2.024 4.344
H 0.623 -2.764 2.612
C 2.513 5.783 -0.908
O 2.615 4.371 -0.937
H 3.478 6.203 -0.614
H 2.246 6.151 -1.902
H 1.753 6.079 -0.181
H 1.745 4.027 -1.201
C 4.080 2.787 1.829
O 3.032 2.471 0.931
H 3.917 2.250 2.767
H 5.036 2.481 1.398
H 4.082 3.862 2.024
H 3.203 2.962 0.109
C -6.629 -5.567 -2.592
O -5.231 -5.347 -2.613
H -6.888 -6.281 -3.378
H -6.920 -5.976 -1.621
H -7.150 -4.624 -2.773
H -5.031 -4.710 -1.906
C 5.277 -3.666 2.193
O 4.388 -3.980 3.250
H 6.278 -4.018 2.455
H 4.946 -4.163 1.278
H 5.300 -2.584 2.045
H 3.509 -3.657 2.989
C -1.172 -4.691 -4.982
O -1.286 -4.672 -3.571
H -0.120 -4.582 -5.255
H -1.549 -5.642 -5.366
H -1.744 -3.862 -5.406
H -2.230 -4.770 -3.359
C 4.238 -4.926 6.902
O 3.190 -5.242 6.003
H 4.075 -5.463 7.839
H 5.194 -5.231 6.470
H 4.240 -3.851 7.096
H 3.361 -4.751 5.181
C -0.171 8.461 -1.351
O 1.227 8.681 -1.372
H -0.431 7.748 -2.137
H -0.462 8.052 -0.380
H -0.692 9.404 -1.532
H 1.427 9.318 -0.665
C -8.008 -4.028 0.548
O -6.898 -3.176 0.765
H -8.914 -3.527 0.900
H -8.103 -4.240 -0.520
H -7.869 -4.958 1.105
H -6.110 -3.646 0.444
C -1.372 3.490 3.266
O -0.262 4.342 3.483
H -2.277 3.990 3.617
H -1.466 3.278 2.198
H -1.233 2.560 3.823
H 0.527 3.871 3.162
C 6.496 1.619 -1.717
O 5.480 0.667 -1.459
H 7.205 1.196 -2.433
H 6.051 2.523 -2.139
H 7.019 1.857 -0.787
H 4.867 1.070 -0.821
C -3.104 6.788 2.384
O -4.119 5.810 2.521
H -2.394 6.458 1.622
H -3.550 7.737 2.077
H -2.583 6.909 3.337
H -4.734 6.130 3.203
C -0.865 -2.991 5.311
O -0.920 -3.348 3.942
H 0.071 -3.360 5.737
H -0.902 -1.903 5.406
H -1.707 -3.443 5.840
H -1.760 -3.008 3.591
*
```

These are the Löwdin partial charges, in e, on atoms 1 to 6:
1. C -0.129
2. C -0.230
3. C -0.234
4. C -0.274
5. C -0.295
6. Ga 0.147


The following is a quantum chemistry calculation of C5H8O as an isolated structure, from the Open Molecules 2025 dataset.

E_tot	-7361.3336	eV
ΔE to the lowest compared entry with this formula, charge and spin	88.9	kJ/mol
gap between HOMO and LUMO	0.381	Eh
molecular weight	84.1	g mol⁻¹
lowest unoccupied orbital energy	0.9	eV

```
! RIJCOSX wB97M-V def2-TZVPD def2/J DEFGRID3
* xyz 0 1
C 1.809 -0.392 0.158
C 0.489 0.306 -0.088
C -0.701 -0.229 -0.951
C -1.689 0.420 0.070
C -0.535 0.225 1.033
O -0.458 -0.242 2.141
H 2.225 0.012 1.088
H 1.676 -1.468 0.304
H 2.536 -0.226 -0.643
H 0.640 1.359 -0.363
H -0.775 0.108 -1.988
H -0.751 -1.324 -0.906
H -1.815 1.481 -0.177
H -2.650 -0.031 0.321
*
```

These are the Löwdin partial charges, in e, on atoms 1 to 6:
1. C -0.058
2. C -0.288
3. C -0.117
4. C -0.078
5. C -0.410
6. O 0.107